1.
# C26H37N2O3

A gas-phase ion, C26H37N2O3 (charge +1) (ωB97M-V/def2-TZVPD, the OMol25 dataset).

## Properties
SMILES string   COc1ccc(NC(=O)[C@@H]2CCC[N@@H+](CCCc3ccccc3)C2)cc1OCC(C)C
Maximum force   0.81 eV/A
Total charge   +1
Orbital gap   8.15 eV
HOMO energy   -0.3757 hartree
ΔE to the lowest compared entry with this formula, charge and spin   12.18 kJ/mol
LUMO   -2.072 eV
DFT total energy   -36680.3468 eV

The geometry in XYZ format:
```
68
Properties=species:S:1:pos:R:3:forces:R:3
O -0.512 1.092 -1.295 -0.050 -0.193 0.248
O -0.365 -3.055 3.815 0.129 -0.198 -0.367
O 0.746 -4.610 1.642 -0.227 0.178 -0.277
N -0.384 2.616 -3.380 -0.119 0.026 0.515
N 0.432 -0.984 -1.295 0.185 -0.343 -0.118
C 0.566 0.346 -3.304 0.040 0.131 0.070
C 0.962 3.220 -3.450 0.738 0.255 0.217
C -2.418 3.024 0.092 0.025 0.055 0.034
C 1.986 0.932 -3.317 -0.003 0.033 0.169
C 0.392 -3.308 1.569 -0.019 0.267 -0.082
C 0.033 4.292 0.270 0.163 -0.024 0.009
C -0.827 4.584 -0.775 -0.027 -0.002 -0.055
C -0.164 -2.498 2.589 0.038 -0.040 0.010
C -0.308 -0.640 1.027 0.019 0.127 -0.218
C 1.976 2.341 -2.730 0.008 -0.102 -0.168
C 1.001 -5.266 2.875 0.265 -0.163 0.717
C 2.407 -5.424 4.935 -0.123 0.224 -0.219
C -2.056 3.943 -0.884 -0.120 0.149 0.001
C -1.573 2.751 1.152 -0.046 0.039 0.035
C -0.379 1.295 -4.044 -0.072 -0.799 -0.109
C -0.850 -2.252 4.867 -0.092 0.121 0.188
C 2.260 -4.745 3.578 -0.084 -0.191 -0.258
C 0.566 -2.750 0.307 -0.092 0.100 0.163
C -2.792 3.296 -3.221 0.003 0.229 0.038
C -0.485 -1.180 2.290 0.050 -0.244 0.111
C -0.339 3.373 1.236 0.045 -0.031 0.076
C -1.446 3.497 -3.919 -0.564 0.279 -0.216
C 0.213 -1.437 0.024 -0.129 -0.079 0.643
C -2.989 4.241 -2.026 -0.016 -0.217 -0.022
C 3.492 -4.984 2.708 -0.216 0.193 0.093
C 0.095 0.176 -1.855 0.111 -0.079 -0.667
H 0.929 4.201 -2.976 -0.158 -0.059 -0.103
H 0.560 -0.621 -3.815 -0.059 0.065 0.001
H -0.061 1.416 -5.084 -0.054 0.094 0.098
H 1.147 -6.310 2.583 0.005 0.067 0.069
H -0.900 -0.548 3.057 -0.045 0.030 0.120
H 0.982 -3.390 -0.456 0.069 -0.125 -0.097
H 1.234 3.343 -4.503 -0.136 0.015 0.013
H -2.854 5.271 -2.361 -0.052 0.031 -0.009
H -0.553 5.346 -1.493 0.000 0.105 -0.070
H -3.377 2.531 0.029 -0.137 -0.058 -0.003
H 3.664 -6.051 2.584 0.057 -0.152 -0.037
H -0.580 2.351 -2.358 0.097 0.235 -0.503
H -1.133 4.534 -3.793 0.131 -0.088 -0.022
H 2.496 -6.501 4.812 0.029 -0.168 0.028
H -1.531 3.305 -4.992 0.138 -0.022 0.076
H 1.726 2.303 -1.668 0.043 0.075 0.033
H -3.588 3.485 -3.942 0.035 -0.086 -0.047
H 0.137 -5.201 3.539 0.109 -0.072 -0.150
H -2.893 2.264 -2.882 -0.064 -0.108 -0.056
H -0.580 0.383 0.834 -0.003 0.019 -0.004
H -4.018 4.138 -1.680 -0.016 0.076 -0.020
H 2.144 -3.666 3.733 -0.050 -0.033 0.008
H 0.325 3.156 2.059 0.054 -0.010 0.089
H -1.396 0.895 -4.032 0.024 0.161 -0.013
H 2.349 0.962 -4.347 0.013 -0.044 -0.036
H -1.855 -1.877 4.656 0.040 0.004 -0.005
H -1.886 2.061 1.920 -0.022 -0.088 0.074
H 3.357 -4.540 1.725 0.067 0.019 -0.114
H 2.964 2.789 -2.823 -0.029 0.067 0.021
H -0.178 -1.414 5.076 -0.021 -0.015 -0.025
H 4.374 -4.545 3.168 0.129 0.017 0.010
H 3.297 -5.062 5.442 0.081 -0.014 0.088
H 0.901 -1.669 -1.875 -0.098 0.256 -0.063
H -0.887 -2.908 5.735 -0.021 0.093 -0.030
H 1.544 -5.219 5.563 -0.087 -0.018 0.141
H 2.662 0.297 -2.744 0.036 -0.038 -0.055
H 0.984 4.798 0.341 0.076 0.065 0.033
```
Positions in Å, forces in eV/Å.

2.
# C50H47BClF5LaN5O2S4Te

A molecular structure, C50H47BClF5LaN5O2S4Te (ωB97M-V/def2-TZVPD, the OMol25 dataset).

## Properties
Maximum force   1.64 eV/A
Spin multiplicity   2
Total charge   -1
Orbital gap (alpha / beta)   4.19 / 6.95 eV
HOMO energy (alpha / beta)   -0.0908 / -0.1922 hartree
ΔE to the lowest compared entry with this formula, charge and spin   115.59 kJ/mol
LUMO (alpha / beta)   1.716 / 1.716 eV
DFT total energy   -142449.6441 eV
Expectation value of S²   0.78

The geometry in XYZ format:
```
117
Properties=species:S:1:pos:R:3:forces:R:3
La -1.030 1.550 -1.650 0.627 1.112 -1.034
Te 1.451 -3.447 -0.698 0.187 -0.088 -0.328
Cl 0.141 1.026 -4.068 0.222 -0.065 -0.500
S 2.127 -0.060 5.615 0.180 0.019 -0.019
S -0.165 0.803 3.875 0.113 -0.113 0.113
S 3.387 7.597 -2.458 -0.023 0.270 -0.043
S -7.049 1.531 -1.936 0.075 -0.217 -0.006
F 0.250 -0.390 0.486 -0.006 -0.423 0.034
F -2.475 0.033 0.926 0.041 0.074 0.280
F -1.781 2.025 1.571 -0.092 -0.134 0.118
F 1.330 -0.084 -1.433 0.095 -0.322 0.047
F -3.727 1.771 0.622 0.033 0.064 0.051
O 0.806 2.404 -0.111 -0.090 -0.039 -0.123
O -2.367 -0.335 -2.362 -0.138 -0.550 0.100
N -2.933 3.176 -2.286 -0.037 0.127 0.090
N -0.307 3.970 -2.353 -0.054 0.111 0.044
N -0.605 -1.541 -1.496 -0.089 0.841 -0.059
N -0.199 -1.089 5.756 0.027 -0.011 -0.009
N 2.493 2.999 1.259 0.026 -0.098 -0.074
C -3.320 6.890 -2.316 -0.110 -0.146 0.004
C -2.210 -4.356 2.379 -0.003 0.005 0.005
C -5.283 3.681 -2.138 -0.288 0.093 -0.056
C -1.684 -1.396 -2.228 0.332 -0.262 0.218
C 5.121 5.793 -2.024 -0.110 -0.037 -0.008
C 3.911 2.982 1.540 -0.016 0.053 0.014
C -2.036 7.280 -2.356 0.192 -0.086 0.011
C -3.878 -4.182 -3.518 0.036 0.003 0.009
C 0.957 4.359 -2.387 -0.303 -0.058 -0.107
C 1.760 -6.723 0.129 -0.035 -0.028 0.006
C 3.861 5.135 -2.057 0.140 0.027 0.004
C 4.195 -3.793 0.586 0.029 -0.064 0.032
C -8.975 3.172 -1.686 0.138 0.068 -0.029
C -2.134 -2.621 -2.962 -0.216 0.059 0.066
C 1.378 5.683 -2.351 0.338 0.075 -0.005
C 6.347 -6.562 2.075 0.022 -0.013 -0.008
C -0.041 -3.902 0.704 -0.173 0.031 0.057
C 1.996 2.388 0.184 -0.068 0.063 0.172
C -1.208 -4.477 0.209 -0.021 -0.011 0.039
C 1.821 -1.223 6.973 -0.043 -0.026 0.006
C 0.054 -3.534 2.049 -0.090 -0.056 0.047
C -2.406 1.355 0.512 -0.791 -0.102 0.552
C -3.682 5.488 -2.271 0.143 0.135 -0.024
C 5.257 -4.477 1.170 -0.047 0.031 -0.008
C -7.797 3.957 -1.838 -0.184 -0.057 -0.013
C 1.248 -2.832 2.630 -0.011 0.081 -0.049
C 0.463 -0.131 5.060 -0.193 0.069 -0.118
C 1.617 3.735 2.155 0.021 0.013 0.006
C 5.018 7.135 -2.222 0.098 -0.054 0.018
C -6.662 3.205 -1.988 0.295 0.227 -0.020
C 2.954 -5.877 0.485 0.074 0.066 0.027
C 4.342 -2.311 0.354 0.004 0.025 -0.013
C 4.035 -6.516 1.088 -0.033 -0.035 -0.022
C -8.716 1.838 -1.723 -0.122 0.028 0.022
C 0.370 6.675 -2.348 0.102 0.059 -0.009
C -0.955 6.314 -2.353 -0.244 0.065 0.005
C -1.662 -4.482 -4.405 0.012 0.006 0.013
C -3.457 -3.034 -2.862 -0.025 -0.015 -0.042
C 5.192 -5.838 1.437 0.024 0.007 0.032
C -1.295 4.928 -2.334 0.108 0.085 -0.023
C -1.046 -3.788 2.869 0.064 -0.024 0.006
C -2.634 4.522 -2.301 -0.146 -0.017 -0.007
C -2.296 -4.701 1.039 0.023 0.019 -0.032
C -4.208 2.809 -2.216 0.178 -0.157 0.012
C -4.983 5.058 -2.187 -0.107 -0.005 0.010
C 3.027 -4.496 0.246 0.209 -0.204 0.100
C -1.236 -3.346 -3.733 0.010 -0.052 0.022
C 2.808 5.988 -2.287 -0.343 -0.209 0.051
C -2.980 -4.905 -4.294 -0.009 0.008 -0.005
C 0.604 -2.025 6.522 -0.034 0.056 0.017
B 0.332 -0.786 -0.807 0.042 -0.170 0.071
H 0.587 3.459 1.947 -0.001 0.001 -0.004
H -4.906 -4.509 -3.430 0.002 -0.004 -0.001
H 0.913 -2.877 5.909 0.013 -0.018 -0.035
H -3.052 -4.516 3.040 0.000 -0.010 -0.002
H -0.211 -3.005 -3.806 0.002 -0.002 0.008
H 6.012 -7.184 2.907 -0.007 0.005 -0.002
H 1.218 -7.028 1.027 -0.009 0.035 0.003
H 3.499 -1.755 0.770 -0.002 -0.010 0.014
H -4.379 1.735 -2.213 0.020 0.007 0.073
H -1.109 -1.342 5.400 0.006 -0.012 0.003
H 5.261 -1.946 0.814 0.005 -0.003 -0.014
H -4.144 -2.455 -2.258 -0.005 0.023 -0.032
H 1.851 3.472 3.186 0.001 -0.007 -0.005
H 3.740 4.071 -1.914 0.008 0.004 0.003
H -0.962 -5.039 -5.016 -0.012 -0.001 -0.006
H -3.204 -5.129 0.635 0.001 -0.005 0.004
H 6.060 5.284 -1.854 0.004 0.005 -0.012
H 2.693 -1.856 7.125 -0.007 0.000 0.019
H -9.411 1.020 -1.626 0.001 0.006 -0.008
H -9.964 3.587 -1.551 -0.001 -0.003 -0.003
H 2.085 -7.630 -0.385 0.009 -0.013 0.036
H 2.189 -3.216 2.241 -0.013 -0.035 0.017
H 4.419 2.348 0.815 0.008 0.005 -0.003
H 4.330 3.989 1.478 -0.001 0.002 0.001
H 1.263 -2.949 3.713 0.000 0.029 0.053
H -1.779 8.334 -2.385 0.007 -0.004 0.001
H -4.121 7.621 -2.314 0.003 -0.002 0.008
H 0.038 -2.400 7.374 0.001 0.000 0.006
H 7.090 -5.861 2.454 -0.004 0.001 -0.001
H -3.310 -5.794 -4.818 0.003 -0.005 0.012
H 1.610 -0.665 7.885 0.006 -0.011 0.008
H 4.378 -2.068 -0.710 -0.016 -0.013 -0.001
H 2.735 1.863 -0.434 0.010 -0.059 0.032
H 6.157 -3.927 1.427 -0.004 -0.008 0.021
H 3.965 -7.583 1.282 0.008 0.005 -0.003
H 1.747 4.810 2.009 0.001 0.000 0.012
H 1.055 -6.205 -0.516 0.027 0.013 -0.027
H 0.628 7.729 -2.340 0.018 -0.016 0.014
H 5.805 7.871 -2.240 -0.006 -0.001 -0.005
H 1.197 -1.762 2.407 0.001 -0.014 -0.005
H -1.275 -4.735 -0.842 0.002 0.011 0.000
H 6.845 -7.219 1.358 -0.007 0.006 -0.008
H -7.796 5.037 -1.835 -0.011 -0.003 0.020
H 1.684 3.559 -2.474 -0.005 -0.019 0.056
H -5.777 5.795 -2.158 0.007 -0.004 0.014
H -0.981 -3.512 3.916 -0.020 0.001 0.002
H 4.092 2.586 2.541 -0.007 -0.010 -0.002
```
Positions in Å, forces in eV/Å.

Which of these has the highest total charge? C26H37N2O3

Which of these has the highest ΔE to the lowest compared entry with this formula, charge and spin? C50H47BClF5LaN5O2S4Te

Look up the DFT total energy of the first one. -36680.3468 eV